The following is a DFT calculation (ωB97M-V/def2-TZVPD) of C45H44IrN6OS3Te as an isolated structure.

Summary:
Orbital gap (spin up / spin down) (eV): 7.011 / 7.019
Charge: +2
LUMO level (spin up / spin down) (eV): -5.1 / -5.1
2S+1: 2
DFT total energy (eV): -100992.988
Relative energy (zero: lowest compared OMol25 entry of this formula, charge and spin) (kJ/mol): 110.45
HOMO energy (spin up / spin down) (eV): -12.2 / -12.2

Atoms and positions in Å:
Ir1 0.1388 -0.5100 0.0630
C1 2.8044 -1.0119 2.6952
C2 1.3609 -1.0722 3.0559
N1 0.3407 -0.9595 2.2375
C3 -0.8651 -1.1084 2.8987
C4 -0.7549 -1.3046 4.2298
S1 0.8889 -1.3349 4.6814
C5 -2.0621 -1.1238 2.0928
C6 -3.3433 -1.2794 2.4901
S2 -4.3665 -1.3662 1.1257
C7 -3.0249 -1.2009 0.0809
N2 -1.8878 -1.0600 0.7297
C8 -3.1781 -1.2613 -1.3928
H1 2.9159 -1.0171 1.6232
H2 3.3287 -1.8728 3.1107
H3 3.2692 -0.1158 3.1104
H4 -1.5345 -1.4453 4.9606
H5 -3.7327 -1.3610 3.4917
H6 -4.2237 -1.3558 -1.6803
H7 -2.6212 -2.1164 -1.7826
H8 -2.7481 -0.3646 -1.8403
N3 4.0545 1.3870 -0.0603
C9 4.1410 2.7115 0.4358
C10 5.3317 3.4075 0.3418
C11 5.4184 4.7094 0.8155
C12 4.3140 5.3111 1.3895
C13 3.1252 4.6013 1.5065
C14 3.0433 3.3069 1.0290
S3 1.5454 2.3899 1.2356
N4 1.8108 0.9724 0.3578
C15 2.9466 0.6127 -0.0973
C16 3.0546 -0.7380 -0.6797
C17 4.1594 -1.1905 -1.3804
C18 4.1600 -2.4726 -1.9067
C19 3.0556 -3.2779 -1.7115
C20 1.9855 -2.7536 -1.0076
N5 1.9911 -1.5227 -0.5037
H9 4.9045 0.9941 -0.4227
H10 6.1947 2.9242 -0.1039
H11 6.3514 5.2503 0.7395
H12 4.3778 6.3278 1.7513
H13 2.2570 5.0515 1.9741
H14 5.0086 -0.5463 -1.5606
H15 5.0099 -2.8324 -2.4709
H16 3.0147 -4.2830 -2.1056
H17 1.0928 -3.3368 -0.8270
C21 -8.4947 0.8303 -4.4366
C22 -7.0602 1.0804 -4.0676
C23 -6.0268 0.7419 -4.9327
C24 -4.7050 1.0424 -4.6409
C25 -3.6104 0.6061 -5.5852
C26 -4.4143 1.6887 -3.4251
Te1 -2.4549 2.4958 -3.3735
N6 -1.5562 1.1097 -2.2844
C27 -0.3858 0.6719 -2.6811
O1 0.2944 -0.1623 -1.9932
C28 0.2502 1.1343 -3.9587
C29 1.0306 2.2875 -3.9397
C30 1.6207 2.7405 -5.1111
C31 1.4075 2.0640 -6.3050
C32 0.6052 0.9310 -6.3271
C33 0.0422 0.4529 -5.1518
C34 -2.5477 4.0917 -1.9762
C35 -2.9465 5.2889 -2.6000
C36 -3.4499 5.3285 -4.0262
C37 -2.9057 6.4733 -1.8779
C38 -2.4363 6.5127 -0.5734
C39 -2.3597 7.8054 0.1883
C40 -2.0506 5.3144 0.0157
C41 -2.1021 4.0920 -0.6440
C42 -1.7370 2.8699 0.1607
C43 -5.4263 1.9478 -2.4877
C44 -5.1422 2.5002 -1.1177
C45 -6.7331 1.6357 -2.8359
H18 -8.5809 0.4225 -5.4416
H19 -9.0678 1.7571 -4.3890
H20 -8.9563 0.1288 -3.7397
H21 -6.2595 0.2485 -5.8696
H22 -4.0062 -0.0429 -6.3637
H23 -2.8442 0.0479 -5.0429
H24 -3.1263 1.4547 -6.0754
H25 1.1876 2.8181 -3.0058
H26 2.2480 3.6223 -5.0881
H27 1.8643 2.4242 -7.2172
H28 0.4241 0.4155 -7.2614
H29 -0.5374 -0.4629 -5.1535
H30 -4.3609 4.7318 -4.1362
H31 -2.7013 4.9551 -4.7293
H32 -3.6840 6.3480 -4.3227
H33 -3.2355 7.3904 -2.3527
H34 -2.5227 8.6596 -0.4656
H35 -1.3882 7.9137 0.6711
H36 -3.1190 7.8296 0.9724
H37 -1.7003 5.3277 1.0426
H38 -1.2998 3.1766 1.1082
H39 -1.0360 2.2185 -0.3536
H40 -2.6246 2.2745 0.3838
H41 -4.1711 2.1571 -0.7746
H42 -5.9001 2.1662 -0.4100
H43 -5.1385 3.5916 -1.1160
H44 -7.5273 1.8528 -2.1291